[1]
Computed, not measured: a structure of composition C25H30GeN5PdSSe, with ωB97M-V/def2-TZVPD.

The geometry in XYZ format:
```
64
C25H30GeN5PdSSe (ωB97M-V/def2-TZVPD)
Pd 0.902 -0.364 -0.565
N -1.498 0.034 2.911
C -1.065 0.108 1.659
N 0.157 -0.175 1.305
C 1.052 -0.716 2.246
N 2.194 -1.198 1.882
N 2.341 -1.137 0.527
C 3.267 -1.770 -0.094
C 3.185 -1.701 -1.547
C 4.095 -2.307 -2.398
C 3.898 -2.228 -3.765
C 2.789 -1.551 -4.253
C 1.912 -0.970 -3.356
N 2.109 -1.034 -2.039
C 0.644 -0.732 3.641
C 1.504 -1.135 4.667
C 1.057 -1.153 5.969
C -0.255 -0.777 6.268
C -1.118 -0.380 5.270
C -0.661 -0.358 3.957
H -2.463 0.255 3.105
H -1.765 0.395 0.886
H 4.020 -2.342 0.436
H 4.941 -2.837 -1.982
H 4.597 -2.696 -4.445
H 2.591 -1.481 -5.313
H 1.014 -0.459 -3.676
H 2.512 -1.430 4.413
H 1.722 -1.461 6.765
H -0.599 -0.797 7.293
H -2.136 -0.089 5.498
C -3.445 2.743 -3.414
Ge -2.529 3.827 -2.079
C -1.422 5.178 -2.947
C -3.779 4.640 -0.820
C -1.441 2.551 -1.012
Se 0.119 1.847 -1.929
C 1.363 3.299 -1.575
H -3.882 3.374 -4.188
H -4.244 2.159 -2.956
H -2.747 2.054 -3.890
H -2.041 5.757 -3.633
H -0.628 4.715 -3.532
H -0.983 5.870 -2.227
H -4.482 5.286 -1.347
H -3.252 5.246 -0.082
H -4.353 3.874 -0.298
H -2.083 1.678 -0.862
H -1.135 2.937 -0.039
H 0.917 4.250 -1.850
H 2.244 3.122 -2.188
H 1.643 3.298 -0.525
S -1.256 -1.362 -1.302
C -0.774 -2.742 -0.290
C -1.362 -2.935 0.962
C -0.966 -3.980 1.789
C 0.024 -4.860 1.380
C 0.603 -4.693 0.128
C 0.208 -3.652 -0.698
H -2.154 -2.265 1.280
H -1.444 -4.112 2.752
H 0.328 -5.678 2.020
H 1.359 -5.389 -0.215
H 0.650 -3.545 -1.682
```

Computed properties:
Kohn-Sham gap = 5.6 eV
HOMO = -9.48 eV
Multiplicity = 1
Calculated total energy = -170034.54861 eV
Lowest unoccupied orbital energy = -3.8 eV
Net charge = +1
Relative energy (zero: lowest compared OMol25 entry of this formula, charge and spin) = 20.8 kcal/mol
Molar mass = 690.607 g mol⁻¹

For each atom in turn, the Löwdin charge in e is: number 1, Pd, carries 0.72; number 2, N, carries 0.15; number 3, C, carries -0.16; number 4, N, carries -0.01; number 5, C, carries -0.24; number 6, N, carries 0.12; number 7, N, carries -0.14; number 8, C, carries -0.03; number 9, C, carries -0.24; number 10, C, carries 0.00; number 11, C, carries -0.03; number 12, C, carries -0.02; number 13, C, carries -0.11; number 14, N, carries -0.04; number 15, C, carries -0.08; number 16, C, carries 0.01; number 17, C, carries -0.05; number 18, C, carries -0.04; number 19, C, carries 0.00; number 20, C, carries -0.16; number 21, H, carries 0.17; number 22, H, carries 0.10; number 23, H, carries 0.14; number 24, H, carries 0.13; number 25, H, carries 0.12; number 26, H, carries 0.12; number 27, H, carries 0.09; number 28, H, carries 0.12; number 29, H, carries 0.12; number 30, H, carries 0.12; number 31, H, carries 0.12; number 32, C, carries -0.21; number 33, Ge, carries 0.75; number 34, C, carries -0.22; number 35, C, carries -0.22; number 36, C, carries -0.60; number 37, Se, carries 0.85; number 38, C, carries -0.37; number 39, H, carries 0.02; number 40, H, carries 0.03; number 41, H, carries 0.02; number 42, H, carries 0.03; number 43, H, carries 0.01; number 44, H, carries 0.02; number 45, H, carries 0.02; number 46, H, carries 0.02; number 47, H, carries 0.02; number 48, H, carries -0.01; number 49, H, carries 0.02; number 50, H, carries 0.01; number 51, H, carries 0.03; number 52, H, carries 0.03; number 53, S, carries 0.54; number 54, C, carries -0.70; number 55, C, carries -0.15; number 56, C, carries -0.09; number 57, C, carries -0.09; number 58, C, carries -0.09; number 59, C, carries -0.15; number 60, H, carries 0.09; number 61, H, carries 0.10; number 62, H, carries 0.10; number 63, H, carries 0.10; number 64, H, carries 0.09



[2]
Computed, not measured: a structure of composition C25H30N10O11STi in a non-equilibrium geometry, with ωB97M-V/def2-TZVPD.

The geometry in XYZ format:
```
78
C25H30N10O11STi (ωB97M-V/def2-TZVPD)
Ti 0.043 -1.558 -0.377
C -1.599 -1.286 3.811
O -0.313 -1.247 4.430
C 0.631 -0.467 3.816
C 1.283 0.454 4.603
C 2.311 1.260 4.104
C 2.678 1.113 2.789
C 2.020 0.197 1.956
C 2.596 -0.090 0.666
N 2.001 -0.765 -0.240
N 2.840 -1.318 -1.222
C 2.424 -2.531 -1.416
O 1.425 -3.072 -0.787
C 3.156 -3.371 -2.405
C 4.220 -2.851 -3.138
C 4.892 -3.647 -4.051
C 4.508 -4.969 -4.243
C 3.443 -5.488 -3.522
C 2.767 -4.690 -2.608
C 0.961 -0.623 2.434
O 0.346 -1.488 1.690
H -2.306 -1.576 4.587
H -1.873 -0.298 3.429
H -1.625 -1.994 2.991
H 0.963 0.534 5.636
H 2.802 1.979 4.746
H 3.478 1.707 2.363
H 3.635 0.180 0.484
H 4.492 -1.815 -2.988
H 5.713 -3.233 -4.623
H 5.033 -5.589 -4.961
H 3.131 -6.514 -3.674
H 1.928 -5.073 -2.043
N -0.441 2.316 1.343
C -0.845 3.717 1.312
C -0.669 4.330 -0.075
C 0.782 4.695 -0.448
C 1.443 3.792 -1.486
N 1.820 2.487 -0.932
H 0.539 2.232 1.093
H -0.543 1.906 2.264
H -0.298 4.341 2.041
H -1.903 3.766 1.585
H -1.277 5.239 -0.105
H -1.094 3.661 -0.827
H 1.408 4.700 0.455
H 0.805 5.716 -0.841
H 2.354 4.285 -1.841
H 0.768 3.680 -2.344
H 2.332 1.981 -1.652
H 0.962 1.938 -0.891
O -6.190 3.536 -0.880
N -6.113 2.620 -0.082
O -6.984 2.388 0.746
C -4.921 1.753 -0.112
C -3.924 2.043 -1.023
C -2.746 1.249 -1.081
C -2.624 0.138 -0.140
O -1.531 -0.560 -0.022
C -3.741 -0.110 0.680
C -4.890 0.700 0.762
N -3.792 -1.280 1.532
O -3.227 -2.320 1.201
O -4.462 -1.226 2.553
N -1.870 1.586 -2.025
O -2.079 2.570 -2.860
O -0.576 1.118 -1.979
H -3.985 2.874 -1.703
H -5.695 0.468 1.434
O 1.216 0.362 -3.467
S -0.147 -0.103 -3.166
N -0.125 -1.318 -2.165
N -0.709 -4.448 0.548
N -1.145 -3.369 -0.318
H -0.913 -4.115 1.487
H 0.307 -4.414 0.483
H -2.075 -3.078 -0.021
H -1.201 -3.716 -1.267
```

Computed properties:
Kohn-Sham gap (alpha / beta) = 4.6 / 4.6 eV
HOMO (alpha / beta) = -0.46 / -0.46 eV
Multiplicity = 1
Calculated total energy = -97780.95131 eV
Lowest unoccupied orbital energy (alpha / beta) = 4.1 / 4.1 eV
Net charge = -2
Relative energy (zero: lowest compared OMol25 entry of this formula, charge and spin) = 52.7 kcal/mol
Molar mass = 726.508 g mol⁻¹

For each atom in turn, the Löwdin charge in e is: number 1, Ti, carries 1.03; number 2, C, carries -0.07; number 3, O, carries -0.09; number 4, C, carries -0.23; number 5, C, carries -0.03; number 6, C, carries -0.11; number 7, C, carries -0.07; number 8, C, carries -0.15; number 9, C, carries -0.07; number 10, N, carries -0.06; number 11, N, carries 0.11; number 12, C, carries -0.47; number 13, O, carries -0.19; number 14, C, carries -0.13; number 15, C, carries -0.02; number 16, C, carries -0.10; number 17, C, carries -0.12; number 18, C, carries -0.10; number 19, C, carries -0.02; number 20, C, carries -0.27; number 21, O, carries -0.14; number 22, H, carries 0.09; number 23, H, carries 0.10; number 24, H, carries 0.06; number 25, H, carries 0.11; number 26, H, carries 0.09; number 27, H, carries 0.11; number 28, H, carries 0.13; number 29, H, carries 0.11; number 30, H, carries 0.09; number 31, H, carries 0.09; number 32, H, carries 0.09; number 33, H, carries 0.11; number 34, N, carries 0.05; number 35, C, carries -0.29; number 36, C, carries -0.19; number 37, C, carries -0.21; number 38, C, carries -0.29; number 39, N, carries 0.01; number 40, H, carries 0.04; number 41, H, carries 0.06; number 42, H, carries 0.09; number 43, H, carries 0.10; number 44, H, carries 0.10; number 45, H, carries 0.09; number 46, H, carries 0.10; number 47, H, carries 0.09; number 48, H, carries 0.10; number 49, H, carries 0.11; number 50, H, carries 0.06; number 51, H, carries 0.02; number 52, O, carries 0.05; number 53, N, carries -0.36; number 54, O, carries 0.02; number 55, C, carries -0.19; number 56, C, carries 0.05; number 57, C, carries -0.13; number 58, C, carries -0.19; number 59, O, carries -0.19; number 60, C, carries -0.08; number 61, C, carries 0.01; number 62, N, carries -0.33; number 63, O, carries 0.01; number 64, O, carries 0.04; number 65, N, carries -0.33; number 66, O, carries -0.18; number 67, O, carries -0.33; number 68, H, carries 0.10; number 69, H, carries 0.11; number 70, O, carries -0.51; number 71, S, carries 0.78; number 72, N, carries -0.42; number 73, N, carries 0.00; number 74, N, carries -0.10; number 75, H, carries 0.07; number 76, H, carries 0.05; number 77, H, carries 0.06; number 78, H, carries 0.10



> Look up the relative energy (zero: lowest compared OMol25 entry of this formula, charge and spin) of the first one.

20.8 kcal/mol



> The highest molar mass belongs to which entry?

C25H30N10O11STi



> Look up the multiplicity of the first one.

1